Record 1
{"formula": "C28H36P2PtSi", "method": "wB97M-V/def2-TZVPD", "elements": ["C", "C", "C", "H", "C", "C", "H", "H", "H", "H", "Pt", "C", "H", "H", "H", "Si", "C", "C", "H", "C", "H", "C", "H", "C", "H", "C", "H", "C", "C", "H", "C", "H", "C", "H", "C", "H", "C", "H", "H", "H", "C", "P", "C", "C", "C", "C", "C", "C", "C", "P", "C", "C", "H", "H", "H", "H", "H", "H", "H", "H", "H", "H", "H", "H", "H", "H", "H", "H"], "xyz": [[0.79207, 3.30612, 0.31500], [-0.06141, 2.77035, -0.67002], [-1.22860, 2.20903, -0.04286], [0.05584, 2.85513, -1.75283], [-1.07856, 2.46679, 1.41875], [0.21182, 3.16888, 1.58120], [0.52430, 3.66421, 2.49759], [1.72769, 3.85261, 0.12415], [-2.19474, 2.06503, -0.49792], [-1.92501, 2.53896, 2.08995], [-0.55263, 0.40141, 1.06609], [-1.62837, -1.71722, -3.50628], [-2.68054, -1.38419, -3.52780], [-1.55954, -2.75073, -3.28709], [-1.16474, -1.56216, -4.46404], [-0.55066, -0.59964, -2.49045], [1.32775, -0.46089, -2.58980], [2.11994, 0.66590, -2.28227], [1.71873, 1.45729, -1.62117], [3.45107, 0.76455, -2.72548], [4.04256, 1.68507, -2.55572], [4.01181, -0.33312, -3.39972], [5.00943, -0.24458, -3.80995], [3.34140, -1.55724, -3.46792], [3.80473, -2.44461, -3.90490], [2.02206, -1.63494, -2.97760], [1.51454, -2.59182, -2.86729], [-1.43473, 1.01898, -3.10221], [-0.86461, 1.84447, -4.09568], [0.19723, 1.84294, -4.29023], [-1.69247, 2.68138, -4.85484], [-1.28328, 3.27250, -5.67365], [-3.05800, 2.72120, -4.60066], [-3.73503, 3.30535, -5.21915], [-3.61181, 2.03374, -3.51187], [-4.66772, 2.09803, -3.24641], [-2.78534, 1.19162, -2.75910], [-3.16965, 0.65017, -1.88980], [-0.67477, -0.27100, -0.72486], [-0.54735, -1.87323, -1.81273], [-1.06468, -3.04189, 0.57817], [-0.02343, -1.76773, 1.33142], [1.67644, -2.13476, 0.80235], [-0.07482, -2.13822, 3.12075], [-0.13384, -3.42915, 3.65072], [-0.24406, -3.60028, 5.03863], [-0.30761, -2.49408, 5.89788], [-0.21342, -1.21043, 5.37619], [-0.08310, -1.03945, 4.00291], [0.09451, 0.61246, 3.22329], [-0.68407, 1.74414, 4.35465], [1.93825, 0.93679, 3.27321], [-1.09176, -2.92777, -0.51447], [-2.08047, -2.93273, 0.97594], [-0.68463, -4.03253, 0.84342], [2.32915, -1.28826, 1.02206], [2.02602, -3.01753, 1.34226], [1.69656, -2.32676, -0.27314], [-0.09945, -4.30433, 2.98283], [-0.30613, -4.60738, 5.45080], [-0.41270, -2.63172, 6.96079], [-0.24090, -0.34542, 6.03278], [-0.13428, 1.71295, 5.29960], [-0.69377, 2.76374, 3.96579], [-1.71034, 1.40376, 4.50981], [2.15861, 1.17482, 4.33097], [2.16784, 1.79154, 2.60778], [2.47269, 0.02390, 2.94217]], "forces_ev_per_a": [[0.2, 0.5, 0.0], [0.3, 0.4, 0.0], [-0.3, 0.6, 2.5], [0.1, -0.1, 0.5], [0.1, 0.3, -2.3], [-0.9, 0.6, -0.9], [0.2, -0.3, -0.2], [-0.5, -0.5, 0.0], [0.2, 0.0, -0.1], [0.1, 0.0, 0.0], [-0.4, 0.4, -0.5], [-0.9, 1.1, -1.9], [0.4, -0.1, -0.2], [0.0, -0.9, 0.4], [-0.4, -0.1, -1.3], [-0.3, 0.8, 1.7], [0.8, -0.4, -0.1], [0.2, 0.4, -0.1], [0.1, -0.4, -0.9], [-0.3, -0.5, 0.1], [-0.4, -0.7, -0.1], [0.0, 0.2, 0.2], [0.0, 0.0, 0.0], [-0.7, 0.2, 0.5], [0.0, 0.3, 0.2], [0.4, 0.9, -0.5], [-0.1, 0.1, -0.6], [0.7, 0.3, 0.1], [-1.1, -0.1, 0.2], [0.2, -0.3, -0.1], [0.0, -0.2, 0.1], [0.0, -0.1, 0.2], [-0.6, 0.1, 0.4], [0.3, 0.1, 0.0], [0.6, -0.4, 0.2], [0.2, 0.2, -0.2], [0.1, 0.3, -0.5], [-0.1, 0.0, -0.4], [-0.2, 0.4, -0.1], [1.1, -1.2, 2.2], [-0.1, -0.5, 0.2], [-0.3, -0.3, -0.4], [0.0, -0.3, 0.1], [0.1, 0.1, 0.2], [0.0, -0.1, 0.3], [-0.1, 0.1, -0.2], [0.1, -0.2, -0.6], [0.0, -0.3, -0.1], [0.2, 0.5, -0.2], [1.3, -1.4, -0.3], [0.1, 0.3, 0.8], [-0.8, 0.1, 0.5], [0.2, 0.1, 0.4], [0.2, 0.0, 0.0], [-0.1, -0.1, -0.2], [-0.1, -0.1, 0.0], [0.1, 0.0, -0.1], [-0.1, 0.1, 0.1], [-0.1, 0.5, 0.4], [0.0, 0.2, -0.1], [0.0, -0.1, 0.2], [0.0, -0.2, 0.0], [-0.2, 0.2, 0.1], [0.0, -0.2, 0.2], [0.1, 0.1, 0.0], [0.4, -0.1, -0.5], [-0.1, -0.5, 0.4], [-0.3, 0.6, 0.3]], "homo_lumo_gap_ev": [4.62, 5.64], "de_lowest_kcal_mol": 73.3, "lumo_ev": [0.33, -1.03], "multiplicity": 3, "e_tot_ev": -59317.1093, "fmax_ha_per_bohr": 0.0529, "e_homo_ev": [-4.28, -6.68], "total_charge": 0}

***

Record 2
{"formula": "C28H37Cl10F5O21", "method": "wB97M-V/def2-TZVPD", "elements": ["C", "C", "C", "O", "C", "O", "O", "H", "H", "H", "H", "H", "H", "C", "C", "C", "O", "C", "O", "O", "H", "H", "H", "H", "H", "H", "C", "Cl", "Cl", "H", "H", "C", "Cl", "Cl", "H", "H", "C", "Cl", "Cl", "H", "H", "C", "Cl", "Cl", "H", "H", "C", "Cl", "Cl", "H", "H", "C", "C", "O", "C", "O", "O", "F", "H", "H", "H", "C", "C", "O", "C", "O", "O", "F", "H", "H", "H", "C", "C", "O", "C", "O", "O", "F", "H", "H", "H", "C", "C", "O", "C", "O", "O", "F", "H", "H", "H", "C", "C", "O", "C", "O", "O", "F", "H", "H", "H"], "xyz": [[4.93439, -0.85971, 5.12303], [5.09914, -0.36114, 3.70763], [5.70331, -1.37046, 2.70166], [4.81092, -1.36025, 1.60013], [3.75982, -0.55479, 1.84107], [2.85099, -0.34325, 1.10567], [3.84413, -0.03535, 3.08482], [5.88277, -0.64414, 5.62127], [4.65665, -1.90901, 5.12494], [4.22592, -0.25216, 5.68504], [5.67892, 0.56483, 3.66794], [5.67781, -2.38571, 3.10612], [6.74375, -1.13834, 2.48869], [-1.55409, 1.59676, -3.27966], [-1.81073, 0.41435, -4.17532], [-3.06770, 0.61499, -5.06828], [-2.58725, 0.42011, -6.39782], [-1.25397, 0.23321, -6.39744], [-0.60096, 0.01746, -7.36417], [-0.76096, 0.33656, -5.14994], [-0.57837, 1.50630, -2.79400], [-2.30908, 1.74554, -2.50873], [-1.48019, 2.50951, -3.87633], [-1.90577, -0.53553, -3.65105], [-3.50698, 1.60352, -4.93426], [-3.83245, -0.12301, -4.84019], [2.94217, -3.29992, -1.04462], [2.87256, -4.01551, 0.55812], [1.33940, -2.84862, -1.66312], [3.56452, -2.41214, -1.02128], [3.33388, -4.05045, -1.71966], [-2.47462, -4.22940, 0.97733], [-1.14899, -4.49744, -0.16099], [-1.87416, -3.38021, 2.41235], [-3.27597, -3.63794, 0.55079], [-2.83061, -5.20839, 1.27297], [-2.48578, -3.50086, -3.18453], [-1.81439, -5.11180, -3.53133], [-3.43759, -2.87641, -4.52720], [-3.09535, -3.63874, -2.30339], [-1.65042, -2.84938, -2.96231], [-3.86829, 3.36814, 0.24430], [-4.66748, 2.12112, -0.73506], [-4.15649, 3.06147, 1.96593], [-2.80358, 3.22482, 0.12058], [-4.22891, 4.33634, -0.07226], [1.64652, 3.95827, -2.97725], [1.44284, 3.32178, -4.61091], [2.02366, 2.67526, -1.82559], [2.47684, 4.65649, -3.00199], [0.77692, 4.53015, -2.67169], [2.29354, -0.63024, -4.54812], [3.69475, -0.66165, -5.13278], [4.51949, -0.66292, -3.99572], [3.79909, -0.27486, -2.89723], [4.30095, -0.14857, -1.82721], [2.49446, -0.21968, -3.18511], [3.92322, 0.48856, -5.86097], [1.81282, -1.60976, -4.51870], [1.65692, 0.08224, -5.06501], [3.95164, -1.47481, -5.80397], [2.76898, 3.32416, 1.82116], [3.09737, 4.72869, 2.27732], [2.07335, 5.02058, 3.17868], [1.05707, 4.13239, 2.98476], [0.11491, 4.02623, 3.69587], [1.34412, 3.30199, 1.94722], [3.08754, 5.58300, 1.18755], [3.23956, 2.54879, 2.43090], [3.10394, 3.13368, 0.80525], [4.07778, 4.84795, 2.73257], [-5.14266, -1.23966, 1.12077], [-5.90806, -0.48075, 2.19264], [-6.10711, -1.45910, 3.18452], [-6.05192, -2.68637, 2.60718], [-6.40819, -3.68351, 3.12708], [-5.56243, -2.59821, 1.35862], [-7.16525, -0.17474, 1.67548], [-4.06508, -1.26665, 1.26079], [-5.36040, -0.90628, 0.11359], [-5.46628, 0.41278, 2.61229], [-0.63866, -0.00263, 5.75816], [-0.06787, -0.07440, 4.36272], [-1.15298, -0.50374, 3.57873], [-2.27588, -0.03840, 4.19104], [-3.36780, -0.08954, 3.74545], [-2.01922, 0.31893, 5.46866], [0.98276, -0.95097, 4.27132], [-0.20571, 0.84113, 6.29477], [-0.61362, -0.88164, 6.39886], [0.34390, 0.86967, 4.02627], [0.21683, -0.22202, -0.45491], [-0.63253, 0.69143, 0.43088], [-1.84625, -0.03344, 0.49123], [-1.95883, -0.77566, -0.62485], [-2.95079, -1.31453, -0.98497], [-0.78651, -0.85216, -1.25782], [-0.91580, 1.91569, -0.13411], [0.76189, -0.94971, 0.13913], [0.91980, 0.32351, -1.09189], [-0.19355, 0.88825, 1.40183]], "forces_ev_per_a": [[0.3, 0.7, -0.2], [0.1, 0.2, -0.8], [-0.3, -0.6, 1.3], [0.2, 0.5, -0.7], [0.2, -0.2, 0.7], [-0.1, 0.0, -0.3], [-0.2, 0.1, 0.1], [0.1, -0.6, 0.1], [0.0, 0.0, 0.3], [-0.3, -0.1, -0.2], [0.0, 0.0, 0.2], [0.0, 0.0, 0.1], [-0.2, 0.2, -0.7], [0.7, 0.2, 0.2], [-1.0, 0.6, -0.5], [0.2, -0.3, 0.6], [-0.2, 0.0, 0.0], [-0.4, 0.1, 0.1], [0.2, 0.0, -0.2], [0.3, -0.3, 0.3], [-0.1, -0.2, 0.1], [-0.1, -0.2, -0.1], [-0.2, -0.1, -0.1], [0.3, 0.0, 0.1], [0.2, 0.1, -0.3], [0.0, -0.1, -0.2], [0.1, -0.1, -0.4], [-0.1, 0.0, 0.2], [0.2, -0.2, -0.1], [0.0, 0.0, 0.1], [0.1, 0.0, 0.0], [0.1, -0.3, 0.3], [-0.2, 0.2, -0.1], [-0.1, 0.1, 0.0], [0.1, 0.0, -0.2], [-0.1, 0.1, 0.1], [0.3, -0.6, 0.3], [0.0, 0.0, -0.3], [0.0, 0.1, 0.0], [-0.2, 0.3, -0.1], [-0.1, 0.2, -0.1], [0.2, -0.8, 0.2], [0.0, 0.0, -0.2], [-0.1, 0.3, 0.0], [0.0, 0.3, -0.2], [0.0, 0.1, 0.2], [0.4, 0.5, -0.1], [-0.1, 0.0, 0.0], [0.0, 0.2, 0.1], [0.2, -0.2, 0.0], [-0.3, -0.4, 0.0], [-0.3, -0.2, 0.0], [0.0, 0.5, 0.1], [-0.1, 0.2, -0.4], [0.3, -0.8, 0.0], [-0.2, 0.4, 0.1], [0.3, 0.3, -0.2], [0.0, 0.0, 0.3], [0.1, 0.0, -0.1], [0.0, 0.0, 0.1], [0.0, -0.2, 0.2], [0.5, -0.1, -0.5], [0.7, -0.2, -0.5], [0.1, 0.2, -0.3], [-0.2, -0.7, 0.3], [-0.1, 0.3, -0.3], [0.3, 0.0, 0.4], [-0.4, 0.0, 0.4], [-0.3, 0.1, 0.3], [-0.4, 0.2, -0.2], [-0.2, 0.1, 0.3], [0.5, -0.2, 0.4], [-0.4, -0.7, -0.3], [0.1, 0.5, -0.1], [-0.1, 0.3, -0.3], [0.0, -0.6, 0.4], [-0.2, 0.2, -0.3], [0.3, 0.2, 0.2], [0.0, 0.6, 0.2], [-0.3, -0.2, 0.0], [0.1, 0.0, 0.0], [-0.6, 1.2, 0.4], [1.1, -0.8, 0.4], [0.4, 0.7, -0.2], [-0.6, -1.1, 0.9], [-0.2, 0.4, -0.6], [0.7, 0.1, -0.2], [-0.6, -0.2, 0.0], [-0.1, -0.1, 0.1], [0.2, -0.3, -0.5], [-0.3, 0.4, -0.3], [0.0, 1.1, 0.0], [0.2, -0.6, -0.2], [0.1, 0.8, 0.6], [0.5, -0.2, 0.0], [-0.6, -0.3, -0.2], [0.2, -0.1, -0.2], [0.1, -0.1, -0.1], [-0.1, 0.0, 0.0], [-0.2, -0.2, 0.1], [-0.3, -0.2, 0.2]], "homo_lumo_gap_ev": 10.41, "lumo_ev": -0.16, "e_tot_ev": -211447.9960, "smiles": "O=C1OC[C@@H](F)O1.O=C1OC[C@@H](F)O1.O=C1OC[C@@H](F)O1.O=C1OC[C@@H](F)O1.O=C1OC[C@@H](F)O1.C[C@H]1COC(=O)O1.C[C@H]1COC(=O)O1.ClCCl.ClCCl.ClCCl.ClCCl.ClCCl", "fmax_ha_per_bohr": 0.0305, "e_homo_ev": -10.57, "total_charge": 0}

***

Record 3
{"formula": "C28H37HgN2O15S", "method": "wB97M-V/def2-TZVPD", "elements": ["Hg", "C", "C", "O", "H", "H", "H", "H", "H", "C", "C", "O", "S", "O", "O", "O", "H", "H", "H", "H", "C", "C", "C", "C", "C", "C", "N", "O", "O", "H", "H", "H", "H", "H", "C", "C", "C", "C", "C", "C", "N", "O", "O", "H", "H", "H", "H", "H", "O", "C", "O", "C", "C", "C", "H", "H", "H", "H", "H", "H", "O", "C", "O", "C", "C", "C", "H", "H", "H", "H", "H", "H", "O", "C", "O", "C", "C", "C", "H", "H", "H", "H", "H", "H"], "xyz": [[-7.46110, 22.61551, 3.31105], [-10.73130, 20.02645, 2.55107], [-9.49296, 19.94109, 3.44171], [-9.10336, 21.25297, 3.81905], [-11.64681, 20.38160, 3.02627], [-10.91087, 19.11032, 1.98443], [-10.55269, 20.75788, 1.75878], [-8.76652, 19.65881, 2.66739], [-9.61362, 19.24108, 4.26574], [-12.00582, 22.44664, 5.02474], [-11.01979, 22.86600, 6.12392], [-11.70634, 22.91763, 7.38854], [-13.28002, 22.47957, 7.19268], [-14.24276, 23.38741, 7.72747], [-13.47269, 21.07087, 7.29823], [-13.20820, 22.87591, 5.60847], [-12.09058, 21.35309, 4.97713], [-11.93581, 22.93054, 4.05475], [-10.64338, 23.86114, 5.88981], [-10.20069, 22.14737, 6.11664], [-11.41085, 17.71615, 6.40942], [-10.28548, 17.65921, 7.20089], [-10.39339, 17.84874, 8.57648], [-11.64890, 17.96557, 9.15618], [-12.76090, 17.86224, 8.36206], [-12.68945, 17.79416, 6.96459], [-11.75382, 18.28537, 10.57543], [-10.74004, 18.55837, 11.16930], [-12.84148, 18.27021, 11.08484], [-11.36962, 17.62605, 5.32795], [-9.31277, 17.38599, 6.81349], [-9.53617, 17.95897, 9.22735], [-13.73878, 18.17782, 8.71103], [-13.60362, 17.75167, 6.39462], [-15.68336, 19.09267, 3.89063], [-16.24920, 20.09095, 4.66486], [-16.02972, 21.44123, 4.38248], [-15.27040, 21.81789, 3.30849], [-14.59264, 20.83630, 2.59111], [-14.79042, 19.48506, 2.89321], [-15.02837, 23.21936, 2.96277], [-14.58468, 23.42685, 1.83346], [-15.46148, 24.10196, 3.66006], [-16.05556, 18.07740, 3.85233], [-16.97329, 19.74917, 5.39320], [-16.36753, 22.07934, 5.19001], [-14.10119, 21.01176, 1.64483], [-14.33754, 18.81872, 2.17046], [-7.22794, 21.67450, 1.19959], [-6.58365, 21.11515, 0.32199], [-5.71183, 21.75781, -0.40010], [-5.00698, 20.84656, -1.28384], [-5.21328, 19.44634, -0.65976], [-6.58257, 19.61030, 0.06271], [-3.93238, 20.99421, -1.24049], [-5.47985, 21.00808, -2.24667], [-4.44341, 19.16540, 0.05139], [-5.30505, 18.70727, -1.45197], [-6.67392, 19.17990, 1.05884], [-7.44617, 19.30079, -0.52330], [-7.09742, 14.96182, 6.30070], [-6.97454, 15.59105, 5.29301], [-7.85755, 15.56996, 4.29331], [-7.43179, 16.21374, 3.10126], [-6.14170, 16.98312, 3.53540], [-5.79310, 16.48843, 4.92305], [-8.14855, 16.97714, 2.79221], [-7.40270, 15.49509, 2.28386], [-6.45181, 18.03352, 3.58629], [-5.34979, 17.00285, 2.78717], [-5.55768, 17.28592, 5.61427], [-5.02833, 15.72104, 4.76807], [-9.16157, 23.86229, 2.38267], [-10.17186, 24.12465, 1.76073], [-10.72190, 25.32034, 1.84307], [-11.90016, 25.42224, 1.01178], [-11.72235, 24.33284, -0.03844], [-10.96785, 23.28037, 0.81326], [-11.93860, 26.41791, 0.57842], [-12.83697, 25.27668, 1.55046], [-11.16492, 24.63081, -0.92255], [-12.65123, 23.82889, -0.29631], [-10.35536, 22.52223, 0.33204], [-11.74100, 22.75761, 1.38482]], "forces_ev_per_a": [[-1.6, -1.5, -0.1], [-0.5, 0.7, -0.5], [0.8, 1.0, -2.1], [-0.1, 0.9, 1.0], [0.0, -0.4, 0.3], [-0.1, -0.3, 0.5], [0.3, 0.1, 0.1], [0.4, -1.0, 0.6], [0.4, 0.1, 0.2], [-0.6, -0.8, 1.5], [1.0, 0.0, -1.0], [-1.1, -0.7, 0.2], [-0.1, 1.3, -2.4], [1.3, -0.6, 0.4], [0.6, 0.3, 0.4], [-1.9, 0.2, 0.5], [0.5, 0.1, -0.5], [0.4, 0.0, 0.1], [0.0, 0.1, 0.4], [0.0, 0.1, 0.5], [-1.2, -0.5, -0.9], [0.4, -0.1, 0.8], [0.0, 0.1, 0.3], [0.7, -0.1, -1.1], [-1.8, 1.4, -0.8], [1.4, -0.4, 1.2], [0.0, -0.1, 0.1], [0.9, 0.1, 0.1], [-1.1, -0.1, 0.1], [0.4, -0.1, 0.0], [0.0, 0.4, -0.3], [0.1, -0.3, -0.2], [0.1, -0.6, 0.6], [0.1, 0.2, -0.2], [0.2, 0.5, -1.2], [-0.3, -0.7, -0.7], [-0.2, -0.4, 2.0], [1.3, -0.7, 0.2], [-0.6, -0.8, -0.4], [-0.1, 0.8, -0.5], [-1.6, 0.5, -1.2], [0.8, -0.2, 0.3], [0.3, -0.3, 0.7], [0.3, -0.1, 0.7], [0.1, 0.5, 0.3], [-0.2, 0.7, -0.7], [0.3, 0.6, 0.2], [-0.1, -0.4, 0.3], [-0.1, 0.0, -0.4], [-0.2, -0.6, 0.6], [0.5, 0.3, 0.0], [0.1, -1.1, 0.7], [-1.8, 0.0, -0.4], [0.7, 0.9, 0.2], [-0.1, 0.9, -0.4], [0.4, -0.3, -0.3], [0.2, 0.1, -0.1], [0.3, -0.2, 0.1], [0.1, -0.4, -0.1], [0.0, 0.1, -0.1], [-0.3, 0.1, -0.2], [0.7, 0.7, 0.9], [-1.2, -0.5, -0.6], [0.6, 0.9, 0.4], [-0.8, 1.1, -0.9], [-0.1, -1.4, -1.4], [-0.4, -0.3, 0.2], [0.5, -0.2, 0.2], [0.0, 0.0, 0.2], [0.1, -0.5, 0.1], [0.2, -0.4, 0.3], [0.6, 0.5, 0.7], [0.3, 0.3, 0.2], [-0.5, 0.3, -0.3], [0.0, 0.3, 0.5], [-0.5, 0.2, -1.1], [0.2, -1.3, 0.6], [0.0, 0.1, -0.1], [0.3, 0.1, 0.2], [0.3, -0.2, 0.5], [0.0, 0.1, 0.0], [-0.2, 0.6, -0.4], [0.0, 0.2, -0.2], [0.2, -0.1, 0.2]], "homo_lumo_gap_ev": 4.91, "lumo_ev": -6.47, "e_tot_ev": -78321.9727, "fmax_ha_per_bohr": 0.0528, "e_homo_ev": -11.38, "total_charge": 1}